The following is a quantum chemistry calculation of a structure of composition C25H23CoN3O5S3, from the OMol25 dataset.

LUMO energy (spin up / spin down) = 2.34 / 1.86 eV
strongest force on any atom = 0.062 hartree/bohr
frontier orbital gap (spin up / spin down) = 0.25385 / 0.28480 hartree
HOMO (spin up / spin down) = -4.56 / -5.89 eV

```
! wB97M-V def2-TZVPD RIJCOSX def2/J DEFGRID3
* xyz -1 5
Co 1.372 4.779 14.090
C 5.148 5.944 12.610
C 3.702 5.535 12.585
N 2.775 6.095 13.191
N 3.121 7.212 13.992
C 2.078 7.628 14.673
S 0.558 6.798 14.801
S 2.180 9.187 15.418
C 3.796 9.781 14.891
C 4.969 9.310 15.720
C 4.829 9.530 17.109
C 5.844 9.187 17.978
C 7.034 8.655 17.533
C 7.175 8.438 16.170
C 6.143 8.748 15.283
C 3.227 4.337 11.814
C 2.566 4.398 10.589
C 2.542 3.265 9.729
C 3.350 2.138 9.993
C 3.865 2.011 11.225
C 3.791 3.019 12.340
O 1.837 1.762 13.073
H 5.408 6.728 11.869
H 5.793 5.064 12.407
H 5.358 6.354 13.576
H 3.769 10.887 14.958
H 3.979 9.480 13.858
H 3.939 10.017 17.438
H 5.772 9.443 19.023
H 7.858 8.507 18.241
H 8.078 7.971 15.729
H 6.309 8.510 14.223
H 2.152 5.297 10.128
H 1.868 3.301 8.889
H 3.464 1.296 9.290
H 4.562 1.229 11.418
C 8.983 4.520 17.177
C 7.535 4.219 16.865
C 6.552 5.204 16.912
C 5.224 4.914 16.717
C 4.837 3.612 16.404
C 5.823 2.623 16.325
C 7.157 2.930 16.483
S 3.144 2.999 16.161
O 2.362 3.793 17.058
O 3.265 1.587 16.368
N 2.738 3.392 14.654
C 2.978 2.450 13.565
C 0.776 2.474 12.466
O 0.239 1.859 11.549
O 0.436 3.642 12.838
H 9.282 5.506 17.159
H 9.552 3.940 16.405
H 9.233 4.158 18.175
H 6.817 6.234 17.157
H 4.474 5.706 16.772
H 5.551 1.592 16.114
H 7.934 2.120 16.280
H 3.597 1.621 13.969
H 4.739 3.260 12.844
*
```